Here is a 13-piece molecular cluster, C58H95N13 overall in a non-equilibrium geometry from OMol25. Energies are from ωB97M-V/def2-TZVPD.

Electronic energy: -81054.7595 eV
HOMO: -7.74 eV
Spin multiplicity: 1

```
166
Properties=species:S:1:pos:R:3:forces:R:3
N 5.170301 4.009319 2.232694 -0.06 -0.47 -0.52
C 5.697789 2.747079 2.384385 -0.05 0.36 -0.10
C 4.983631 1.894813 1.582372 0.91 -0.48 0.56
C 3.996542 2.644353 0.943762 -0.49 0.92 -0.81
C 4.152350 3.968316 1.300926 0.15 -0.39 0.58
H 5.518490 4.817766 2.709158 -0.05 0.19 -0.09
H 6.580131 2.588818 2.981001 -0.10 -0.06 0.12
H 5.187369 0.845083 1.437623 -0.01 0.23 0.14
H 3.270548 2.275626 0.235351 0.01 0.04 0.01
H 3.641110 4.857506 0.973287 -0.08 0.01 0.14
N 2.387346 0.036575 -2.792207 -0.17 -0.23 0.15
C 2.340520 -0.777705 -3.895596 1.20 0.38 0.20
C 3.625641 -0.776907 -4.438111 -1.44 -0.87 -0.80
C 4.425317 0.066556 -3.676439 0.58 0.43 0.56
C 3.652080 0.537808 -2.646462 -0.34 0.20 0.15
H 1.582349 0.168369 -2.156809 0.18 0.02 -0.42
H 1.428543 -1.248797 -4.212600 -0.02 -0.05 0.00
H 3.907505 -1.339723 -5.315944 0.05 0.13 -0.02
H 5.454394 0.330536 -3.856802 0.04 -0.09 0.06
H 3.917151 1.162963 -1.808112 -0.06 0.09 -0.07
N -5.761231 3.189488 -0.180300 -0.14 -0.23 1.09
C -5.942009 2.687605 1.090758 0.43 -0.19 -0.21
C -5.325531 1.460555 1.151012 -0.28 0.66 0.73
C -4.716322 1.209777 -0.103535 -0.49 0.27 0.05
C -5.031706 2.291926 -0.892181 1.03 -0.10 -0.60
H -5.967963 4.138295 -0.425706 -0.03 -0.01 -0.32
H -6.382584 3.240092 1.903101 -0.23 0.13 -0.23
H -5.292891 0.947848 2.100488 0.12 -0.50 -0.28
H -4.160515 0.338071 -0.405990 0.03 0.02 -0.03
H -4.625774 2.541366 -1.859719 -0.38 -0.02 -0.13
N 0.781723 -4.561884 -4.259820 -0.03 -0.15 0.49
C -0.274001 -5.368539 -4.581649 -0.18 0.14 0.23
C -1.299858 -5.055353 -3.715341 -0.28 -0.81 -0.88
C -0.879800 -4.020911 -2.854645 0.42 -0.40 -0.72
C 0.441708 -3.793719 -3.190496 -0.44 1.06 0.81
H 1.708868 -4.614359 -4.636374 0.05 -0.01 -0.10
H -0.220938 -6.049840 -5.413420 -0.02 -0.09 0.09
H -2.236035 -5.594777 -3.721368 -0.13 0.29 0.03
H -1.554625 -3.486996 -2.207084 0.38 -0.07 0.40
H 1.127834 -3.113581 -2.707338 0.13 -0.05 -0.32
N -5.839949 -3.344886 -3.037414 -0.04 -1.02 -0.06
C -4.665192 -2.709541 -3.334094 -1.05 1.04 0.51
C -4.803754 -1.440738 -2.778462 1.17 -0.40 -0.04
C -6.010248 -1.378708 -2.045167 -0.55 -0.38 -0.76
C -6.652449 -2.583050 -2.261886 0.21 0.74 0.17
H -6.095977 -4.264704 -3.350055 0.16 -0.03 0.04
H -3.885422 -3.205250 -3.882274 0.07 0.13 -0.14
H -4.057163 -0.664089 -2.864171 -0.04 -0.01 0.09
H -6.435388 -0.516746 -1.561425 0.12 -0.01 0.17
H -7.627630 -2.917847 -1.953563 0.03 -0.09 0.00
N -0.093432 -3.297762 5.886348 0.07 -0.54 -0.20
C 1.214067 -3.577986 6.167145 0.33 0.14 -0.05
C 1.990813 -2.926635 5.244552 0.02 0.89 0.30
C 1.114841 -2.182432 4.399930 0.18 -0.93 -0.17
C -0.159365 -2.531712 4.756695 -0.16 1.04 0.25
H -0.865909 -3.604954 6.445385 -0.13 -0.11 -0.16
H 1.508002 -4.197658 6.996747 -0.12 0.01 0.05
H 3.060208 -2.791612 5.282988 0.03 -0.40 -0.09
H 1.400073 -1.527234 3.592933 -0.01 -0.22 -0.07
H -1.082402 -2.129976 4.369800 -0.03 -0.48 0.15
N -2.948415 5.487815 -3.966082 -0.46 0.69 -0.98
C -2.852085 4.381486 -3.188723 0.27 -0.47 0.72
C -3.236549 3.302873 -3.930267 -0.20 -0.10 -0.99
C -3.607182 3.791468 -5.216543 -0.11 0.12 0.03
C -3.428973 5.152050 -5.214720 -0.02 -0.69 0.41
H -2.765484 6.446226 -3.735032 0.15 -0.11 0.44
H -2.533089 4.400686 -2.157916 0.15 0.23 -0.07
H -3.231452 2.250139 -3.704204 0.00 0.10 0.44
H -4.007128 3.192288 -6.018530 0.09 0.08 -0.08
H -3.657692 5.878853 -5.973293 0.16 0.15 0.06
N 5.095346 -2.409467 0.464050 -0.74 0.36 0.18
C 5.084883 -2.481993 1.834194 0.69 -0.31 -0.14
C 4.233799 -1.520726 2.338284 0.47 -0.65 -0.54
C 3.677625 -0.876497 1.203237 -0.26 -0.44 0.12
C 4.209841 -1.451830 0.071367 -0.89 0.75 0.24
H 5.552509 -3.056901 -0.147299 0.12 -0.03 -0.03
H 5.750180 -3.236241 2.226551 -0.21 0.20 0.64
H 4.026634 -1.310710 3.372952 0.05 -0.04 0.05
H 2.929668 -0.101380 1.267086 0.07 0.09 -0.29
H 3.934845 -1.188965 -0.936392 0.43 -0.35 -0.19
N -1.332167 3.853001 2.009898 -0.35 0.28 0.05
C -1.955758 4.162581 0.836746 -0.15 -0.35 -0.05
C -1.607518 5.442534 0.483823 -0.17 -0.15 -0.06
C -0.754044 5.925338 1.503147 -0.11 0.74 0.17
C -0.632806 4.946993 2.445152 0.04 -0.66 0.17
H -1.462955 3.004611 2.567608 0.33 0.14 -0.05
H -2.618806 3.441742 0.378253 0.02 0.07 -0.11
H -1.959632 5.996077 -0.372255 0.04 -0.08 -0.05
H -0.374697 6.931921 1.580315 0.17 -0.09 0.03
H -0.140875 4.908495 3.403336 0.14 0.14 -0.09
N 1.961892 8.282632 -1.466588 0.48 -0.37 -1.02
C 3.172240 7.962852 -2.045717 -0.35 -0.13 0.83
C 3.382342 6.616542 -1.824579 0.59 0.97 -0.44
C 2.258014 6.118794 -1.146644 -0.81 -0.61 -0.28
C 1.345042 7.138843 -1.022968 0.58 0.85 0.81
H 1.635729 9.226925 -1.398753 -0.36 -0.05 -0.04
H 3.756031 8.740256 -2.507597 0.18 -0.13 0.00
H 4.278934 6.095205 -2.116030 -0.10 -0.18 -0.01
H 2.099455 5.084044 -0.885745 -0.11 0.07 0.07
H 0.397620 7.247980 -0.528112 -0.05 -0.41 -0.01
C -0.941685 -7.819062 -0.490612 0.07 -1.21 0.32
C -0.189505 -6.493893 -0.453283 -0.59 -1.06 -0.18
N 0.795848 -6.426949 0.627607 0.22 0.73 -0.68
C 1.337649 -5.054998 0.546160 1.06 -0.10 0.44
C 2.087803 -4.629523 1.812847 -0.01 -0.64 -0.54
C 1.890857 -7.407631 0.436961 -0.60 -0.37 -0.05
C 2.611037 -7.416585 -0.910392 0.72 0.04 0.14
H -0.305653 -8.677348 -0.739560 0.29 0.25 -0.04
H -1.755484 -7.929926 -1.210595 0.01 0.70 -0.08
H -1.354164 -8.100468 0.482902 -0.03 0.36 0.08
H 0.276535 -6.349780 -1.434213 -0.04 0.30 -0.09
H -0.917389 -5.696710 -0.308115 0.10 0.11 0.02
H 2.043348 -5.006301 -0.293398 -0.05 0.22 -0.16
H 0.567996 -4.327305 0.302265 -0.20 -0.43 0.21
H 1.425952 -4.744961 2.668817 0.10 0.37 0.16
H 2.949598 -5.284600 1.963289 -0.04 -0.08 0.11
H 2.519018 -3.634636 1.701776 -0.36 0.18 0.19
H 1.469746 -8.408392 0.550619 -0.13 0.06 0.25
H 2.602552 -7.291032 1.251796 0.03 0.11 0.00
H 3.371469 -8.203150 -0.913124 -0.15 -0.13 0.14
H 3.189265 -6.505437 -1.074432 -0.26 0.10 -0.24
H 1.952504 -7.625478 -1.750599 -0.06 0.19 -0.04
C 0.679355 2.552643 -0.949720 0.22 0.61 0.96
C -0.057217 1.338116 -0.420047 0.32 -0.25 -0.38
N -0.244879 0.306257 -1.455104 -0.71 -0.22 -0.07
C -1.256958 0.741324 -2.431212 -0.54 0.33 -0.13
C -1.132564 0.118489 -3.814903 0.72 0.22 0.18
C -0.753780 -0.955820 -0.882399 0.57 0.20 0.03
C 0.286801 -1.742542 -0.104442 -0.30 -0.13 0.01
H 1.036912 3.105730 -0.071620 -0.07 0.05 -0.02
H 0.039952 3.269310 -1.463989 0.07 -0.20 -0.35
H 1.579175 2.310592 -1.513182 -0.18 -0.07 -0.32
H 0.541148 0.894247 0.378635 0.02 -0.07 -0.03
H -0.998528 1.662009 0.036300 -0.16 -0.13 -0.07
H -1.197494 1.826010 -2.530000 0.00 -0.04 -0.04
H -2.275940 0.523019 -2.070864 0.10 0.09 0.41
H -0.916359 -0.950157 -3.760760 0.07 0.00 -0.03
H -0.308540 0.648449 -4.297000 0.00 -0.37 -0.37
H -2.031301 0.231785 -4.419149 -0.08 0.17 0.09
H -1.645213 -0.724959 -0.285014 -0.07 -0.24 0.02
H -1.042376 -1.593994 -1.718776 -0.20 0.22 0.04
H 0.639216 -1.283105 0.818611 0.05 0.19 -0.04
H -0.152001 -2.699686 0.183476 -0.01 0.17 -0.03
H 1.138840 -1.948660 -0.754276 0.13 0.02 0.16
C -2.212511 2.967098 5.513337 -0.55 -0.76 -0.38
C -0.942096 2.112024 5.291301 0.05 1.46 -0.36
N -0.849089 1.630473 3.913102 -0.97 -0.01 0.23
C -1.788553 0.526774 3.741328 -0.95 -0.56 -1.27
C -2.156562 0.298526 2.259907 0.85 -0.70 0.58
C 0.489091 1.186082 3.534887 0.48 -0.21 0.11
C 1.602075 2.221171 3.552434 -0.24 1.02 0.01
H -2.957111 2.734215 4.746048 0.10 0.05 -0.09
H -2.028031 4.036329 5.438653 0.13 -0.01 0.13
H -2.734736 2.733812 6.441873 0.30 0.17 0.21
H -0.129564 2.835042 5.380328 0.27 -0.47 0.52
H -0.854696 1.306692 6.028125 0.14 -0.04 0.01
H -1.393623 -0.394807 4.190559 0.00 0.30 -0.10
H -2.787730 0.661183 4.162772 0.41 0.68 0.78
H -2.873024 -0.521156 2.167941 -0.06 0.03 0.07
H -2.609131 1.182980 1.815902 0.18 0.04 -0.09
H -1.253253 -0.030723 1.745237 -0.22 0.26 -0.39
H 0.473712 0.849139 2.496135 -0.33 -0.15 0.03
H 0.753434 0.300312 4.131720 0.12 0.28 0.09
H 1.429571 3.016419 2.820649 -0.07 -0.34 -0.37
H 2.550950 1.750538 3.302658 0.07 0.01 0.08
H 1.718785 2.826521 4.455895 0.06 -0.62 0.38
```
Positions in Å, forces in eV/Å.